Record 1
C6H12CuO3S as an isolated structure. Source: the Open Molecules 2025 dataset; level of theory: ωB97M-V/def2-TZVPD.

Last column: Mulliken charge in e.
Positions of all 23 atoms, in Å:
1 C -2.31 -0.24 3.81  -0.908
2 C -1.18 -1.33 3.43  -0.217
3 O -0.31 -0.77 2.38  -0.255
4 C -0.82 -1.07 1.10  0.509
5 O -2.04 -1.31 0.88  -0.494
6 O 0.05 -1.18 -0.02  -0.234
7 C 0.42 0.15 -0.53  -0.426
8 S 1.39 -0.19 -2.07  -0.221
9 C 1.23 1.20 -3.30  -0.339
10 C 2.74 1.57 -3.78  -0.892
11 H -1.77 0.67 4.27  0.269
12 H -3.09 -0.65 4.55  0.324
13 H -2.90 0.08 2.88  0.268
14 H -1.61 -2.35 3.15  0.299
15 H -0.58 -1.50 4.40  0.292
16 H -0.48 0.84 -0.69  0.397
17 H 1.05 0.65 0.30  0.370
18 H 0.64 2.10 -2.94  0.396
19 H 0.71 0.79 -4.23  0.270
20 H 3.49 0.83 -3.31  0.320
21 H 2.99 2.59 -3.36  0.256
22 H 2.86 1.49 -4.91  0.285
23 Cu -0.46 -2.39 -1.98  0.730

Properties
charge	+1
HOMO	-13.4079	eV

=====

Record 2
C6H12FN as an isolated structure. Source: the Open Molecules 2025 dataset; level of theory: ωB97M-V/def2-TZVPD.

Last column: Mulliken charge in e.
Positions of all 20 atoms, in Å:
1 C -0.82 1.09 1.77  -0.897
2 C -0.28 -0.22 1.02  -0.671
3 C 0.05 -1.76 -0.31  -0.665
4 C 0.34 -0.19 -0.45  1.241
5 C 1.74 0.22 -0.94  -1.479
6 C -0.68 0.71 -1.26  -0.358
7 H -1.53 0.37 2.54  0.267
8 H 0.44 1.67 2.49  0.188
9 H -1.46 1.91 1.10  0.283
10 H 0.59 -0.58 1.48  0.535
11 H -2.01 -1.07 0.13  0.346
12 H 0.92 -2.52 0.31  0.279
13 H -0.17 -2.32 -1.41  0.233
14 H 1.67 -0.26 -1.93  0.467
15 H 2.00 1.46 -1.25  0.244
16 H 2.68 0.04 -0.16  0.265
17 H -1.72 -0.14 -1.51  0.202
18 H 0.10 1.16 -2.30  0.313
19 N -1.07 -1.45 0.95  -0.480
20 F -0.79 1.89 -0.28  -0.314

Properties
charge	0
energy above the lowest of the compared OMol25 structures with the same formula, charge and spin	273.1	kcal/mol
HOMO	-9.4471	eV

=====

no.,calculated total energy (eV),HOMO-LUMO gap (eV)
1,-68024.253,8.06
2,-10612.319,9.89